--- a ---
15
Properties=species:S:1:pos:R:3 method="wB97M-V/def2-TZVPD" multiplicity=1 charge=0
C 1.551 0.614 -0.452
C 0.425 -0.153 -0.144
C -1.826 1.442 0.027
C -0.989 0.268 -0.577
N 1.994 -2.590 1.192
O 2.600 0.406 0.087
P 0.870 -1.549 0.819
H 1.337 1.450 -1.115
H -2.017 2.138 -0.842
H -2.842 1.095 0.286
H -1.359 1.874 0.907
H -1.178 0.547 -1.736
H -1.573 -0.674 -0.648
H -0.163 -2.368 1.141
H 3.170 -2.499 1.055


--- b ---
15
Properties=species:S:1:pos:R:3 method="wB97M-V/def2-TZVPD" multiplicity=1 smiles="C[C@@]1(P)CC=NO1" charge=0
C 1.668 0.754 -1.037
C 1.308 -0.342 0.015
C -0.180 -0.106 0.225
C -1.218 -1.081 -0.148
N 0.739 1.494 -1.435
O -0.389 1.154 -0.900
P -0.586 0.617 1.847
H 2.669 0.889 -1.474
H 1.619 -1.376 -0.431
H 1.820 -0.132 1.070
H -0.815 -1.774 -0.927
H -2.131 -0.495 -0.577
H -1.581 -1.605 0.756
H -1.949 0.191 1.732
H -0.973 1.813 1.283


Of them, the most stable is b and the least stable is a.


--- a ---
18
Properties=species:S:1:pos:R:3 method="wB97M-V/def2-TZVPD" multiplicity=1 smiles="N=C(N)N.O.O.O" charge=0
N -0.522 1.568 -0.016
C -0.604 0.252 -0.542
N 0.406 -0.279 -1.235
N -1.797 -0.423 -0.388
H 0.410 1.666 0.324
H -1.175 1.882 0.735
H 0.103 -0.835 -2.006
H 1.264 0.304 -1.443
H -2.372 0.283 0.047
H 1.327 1.428 2.855
H 1.348 1.306 4.310
O 1.085 1.940 3.632
H -1.769 -2.373 -3.753
H -1.905 -1.339 -2.424
O -1.385 -2.023 -2.890
H 2.497 -1.476 1.077
H 1.134 -1.212 0.719
O 1.954 -0.670 0.999


--- b ---
18
Properties=species:S:1:pos:R:3 method="wB97M-V/def2-TZVPD" multiplicity=1 smiles="N=C(N)N.O.O.O" charge=0
N 0.318 0.205 -1.853
C 0.338 0.904 -0.730
N 1.468 1.672 -0.438
N -0.510 0.733 0.252
H 0.966 0.433 -2.684
H -0.506 -0.336 -1.992
H 1.384 2.204 0.401
H 1.934 1.965 -1.260
H -1.505 0.879 -0.151
H -1.554 -1.852 -0.523
H -0.975 -2.910 -1.513
O -1.634 -2.187 -1.468
H 0.658 1.154 3.387
H 0.600 0.884 1.780
O 1.008 1.369 2.530
H -0.734 -2.107 2.101
H -0.640 -1.018 0.994
O -0.616 -1.993 1.168


Of them, the most stable is b and the least stable is a.